C46H123AgN8O13 | ωB97M-V with the def2-TZVPD basis set

ORCA input file:
```
! wB97M-V def2-TZVPD RIJCOSX def2/J DEFGRID3
* xyz 2 3
Ag -1.509 -0.653 -3.965
C 1.326 2.674 -2.475
C 1.393 1.734 -1.243
C 1.156 2.696 -0.057
C 0.908 1.841 1.241
C -0.343 0.968 1.088
C -0.208 -0.015 -0.107
N 0.355 0.621 -1.305
O 0.389 -0.333 -2.465
C -1.760 -0.465 -0.265
C 0.697 -1.205 0.315
C 2.835 1.229 -1.085
H 1.530 2.193 -3.431
H 2.050 3.490 -2.473
H 0.314 3.047 -2.628
H 0.403 3.465 -0.231
H 2.124 3.171 0.102
H 0.865 2.321 2.219
H 1.814 1.240 1.323
H -1.130 1.702 0.916
H -0.504 0.378 1.991
H -2.210 0.291 -0.910
H -2.304 -0.437 0.679
H -1.800 -1.458 -0.713
H 0.352 -1.769 1.181
H 1.661 -0.732 0.502
H 0.891 -1.827 -0.559
H 3.049 0.589 -1.940
H 3.075 0.533 -0.281
H 3.654 1.945 -1.154
C 0.165 3.583 -5.907
C -1.096 3.608 -6.788
C -0.708 3.840 -8.287
O -1.736 2.339 -6.888
H 1.079 3.108 -6.263
H -0.091 3.163 -4.935
H 0.447 4.616 -5.703
H -1.842 4.335 -6.466
H -0.175 4.791 -8.299
H -1.544 3.972 -8.973
H -0.127 3.050 -8.765
H -2.626 2.498 -7.211
C 0.286 -3.067 6.389
C 0.677 -2.528 4.959
C 2.191 -2.339 4.555
O 0.004 -3.386 4.028
H -0.756 -3.377 6.460
H 0.475 -2.339 7.178
H 0.843 -3.999 6.491
H 0.191 -1.558 4.855
H 2.597 -3.308 4.265
H 2.792 -2.055 5.419
H 2.383 -1.544 3.834
H 0.174 -3.007 3.163
C 5.618 0.017 1.332
C 5.987 -1.135 0.333
C 7.408 -1.049 -0.272
O 5.957 -2.391 0.924
H 4.618 -0.177 1.720
H 5.559 0.976 0.818
H 6.316 0.013 2.169
H 5.208 -1.071 -0.426
H 8.240 -1.242 0.406
H 7.630 -0.193 -0.909
H 7.357 -1.780 -1.079
H 6.487 -2.450 1.723
O -1.894 1.496 -3.265
H -2.499 2.145 -2.906
H -1.053 1.699 -2.855
O -2.317 -2.449 -3.014
H -2.138 -2.824 -2.152
H -3.066 -2.947 -3.342
C -8.503 -4.683 1.406
C -7.295 -3.849 1.003
C -6.470 -3.178 2.111
O -5.195 -2.785 1.745
C -4.486 -2.206 2.865
N -6.489 -4.775 0.197
H -8.808 -5.503 0.755
H -9.426 -4.104 1.417
H -8.441 -5.196 2.365
H -7.629 -3.035 0.360
H -6.421 -3.898 2.927
H -7.073 -2.352 2.488
H -4.781 -1.189 3.124
H -3.459 -2.025 2.545
H -4.373 -2.872 3.720
H -6.020 -5.444 0.791
H -5.677 -4.215 -0.019
C -5.101 -2.281 -1.650
C -5.982 -3.089 -2.633
C -7.322 -2.354 -2.947
O -8.135 -3.027 -3.809
C -8.549 -4.390 -3.445
N -5.214 -3.287 -3.853
H -5.672 -2.144 -0.732
H -4.861 -1.306 -2.074
H -4.181 -2.797 -1.376
H -6.122 -4.064 -2.166
H -7.158 -1.373 -3.394
H -7.949 -2.106 -2.091
H -9.492 -4.641 -3.931
H -8.878 -4.491 -2.411
H -7.782 -5.142 -3.630
H -5.766 -3.680 -4.602
H -4.975 -2.366 -4.189
C -2.010 -5.916 -1.783
C -2.684 -5.107 -0.701
C -2.886 -5.871 0.578
O -1.708 -6.315 1.249
C -1.777 -6.625 2.670
N -2.024 -3.806 -0.470
H -2.661 -6.739 -2.080
H -0.968 -6.202 -1.640
H -2.088 -5.427 -2.754
H -3.713 -4.965 -1.030
H -3.454 -6.789 0.431
H -3.381 -5.196 1.277
H -1.838 -5.685 3.218
H -0.830 -7.100 2.926
H -2.569 -7.329 2.924
H -1.092 -3.911 -0.095
H -2.527 -3.406 0.308
C 2.884 -0.326 -5.455
C 3.204 -1.815 -5.135
C 4.436 -2.129 -4.345
O 4.421 -3.515 -4.027
C 5.662 -4.212 -3.718
N 2.148 -2.385 -4.366
H 2.331 -0.118 -6.371
H 3.823 0.204 -5.619
H 2.294 0.162 -4.680
H 3.245 -2.420 -6.041
H 4.495 -1.477 -3.473
H 5.320 -1.950 -4.957
H 6.012 -4.051 -2.698
H 6.423 -4.215 -4.498
H 5.302 -5.241 -3.715
H 2.632 -3.084 -3.820
H 2.021 -1.772 -3.574
C 1.189 6.665 1.642
C 2.268 6.270 2.630
C 2.447 4.759 2.694
O 3.633 4.262 3.192
C 3.652 2.761 3.356
N 3.583 6.926 2.414
H 0.174 6.304 1.808
H 1.250 6.393 0.588
H 1.177 7.745 1.789
H 2.065 6.597 3.650
H 2.552 4.351 1.689
H 1.526 4.357 3.114
H 4.488 2.398 3.953
H 3.515 2.233 2.412
H 2.806 2.546 4.008
H 4.199 6.473 3.075
H 4.010 6.620 1.552
C -3.283 1.662 7.560
C -3.214 0.361 6.819
C -1.890 -0.168 6.229
O -1.054 0.849 5.668
C -1.580 1.696 4.622
N -3.877 -0.684 7.655
H -3.095 2.527 6.924
H -2.490 1.712 8.306
H -4.284 1.750 7.984
H -3.989 0.383 6.054
H -2.240 -0.895 5.497
H -1.293 -0.764 6.919
H -2.204 2.562 4.843
H -2.093 1.169 3.817
H -0.726 2.071 4.059
H -3.299 -1.156 8.336
H -4.668 -0.313 8.162
C 7.348 9.095 -0.155
C 7.370 7.540 -0.485
C 6.105 6.929 -1.186
O 5.179 6.607 -0.188
C 4.250 5.665 -0.790
N 8.542 7.298 -1.283
H 8.101 9.425 0.560
H 6.382 9.306 0.305
H 7.494 9.634 -1.091
H 7.511 6.988 0.444
H 6.286 6.173 -1.950
H 5.601 7.650 -1.830
H 3.354 5.550 -0.179
H 4.675 4.662 -0.835
H 3.811 5.867 -1.767
H 9.276 7.466 -0.611
H 8.613 8.034 -1.971
*
```

## Properties
* HOMO (alpha / beta): -12.16 / -12.16 eV
* calculated total energy: -3388.54095 hartree
* orbital gap (alpha / beta): 8.05 / 2.18 eV